No. 1
Here is a molecular structure, C33H38BrF6N4O3PbS3Sb from OMol25. Energies are from ωB97M-V with the def2-TZVPD basis set.

Geometry (Å):
Pb -0.58 0.18 0.67
N 1.80 -0.77 0.49
C 2.74 -0.48 1.56
C 2.05 -0.69 2.91
N 0.86 0.15 2.95
H 1.73 -1.77 0.33
H 2.05 -0.34 -0.40
H 3.03 0.57 1.47
H 3.65 -1.10 1.51
H 2.76 -0.47 3.72
H 1.73 -1.73 3.00
H 1.11 1.13 2.89
H 0.32 0.01 3.80
Br -4.15 1.26 0.73
C -3.21 2.12 -0.65
C -3.79 3.22 -1.28
C -3.06 3.82 -2.30
C -1.82 3.31 -2.62
C -1.34 2.21 -1.93
N -2.04 1.63 -0.97
C 0.09 1.68 -2.23
O 0.63 2.16 -3.22
O 0.55 0.86 -1.40
H -4.76 3.57 -0.96
H -3.48 4.67 -2.82
H -1.20 3.74 -3.39
F 0.44 -3.29 -0.59
Sb 1.51 -3.98 -2.05
F 0.47 -5.58 -1.93
F 0.30 -3.32 -3.35
F 2.61 -4.78 -3.39
F 2.49 -2.33 -2.10
F 2.73 -4.57 -0.67
C -5.11 -3.64 4.19
C -3.79 -3.35 3.53
C -2.60 -3.56 4.22
C -1.38 -3.26 3.62
C -0.09 -3.58 4.33
C -1.36 -2.67 2.38
C -2.55 -2.46 1.63
C -3.76 -2.85 2.24
N -2.41 -1.88 0.44
C -3.10 -2.28 -0.75
C -3.11 -3.82 -0.84
C -4.56 -1.77 -0.85
C -2.31 -1.73 -1.94
H -4.97 -4.16 5.14
H -5.74 -4.25 3.55
H -5.64 -2.71 4.38
H -2.62 -3.98 5.21
H -0.16 -4.55 4.81
H 0.12 -2.84 5.09
H 0.73 -3.61 3.62
H -0.43 -2.45 1.89
H -4.70 -2.70 1.74
H -3.71 -4.26 -0.05
H -2.09 -4.20 -0.76
H -3.51 -4.12 -1.81
H -4.98 -1.52 0.12
H -5.18 -2.53 -1.32
H -4.59 -0.87 -1.47
H -1.32 -2.15 -1.96
H -2.23 -0.65 -1.87
H -2.82 -1.98 -2.87
O -1.09 2.21 1.62
C -0.88 3.44 2.18
C -0.03 4.35 1.32
C 0.52 4.09 0.11
C 1.27 5.17 -0.42
C 1.29 6.24 0.40
S 0.39 5.96 1.84
C -0.15 3.30 3.52
C -0.61 2.95 4.75
C 0.41 2.81 5.72
C 1.64 3.05 5.22
S 1.58 3.45 3.54
C -2.25 4.08 2.36
C -3.33 3.56 3.01
C -4.50 4.32 2.84
C -4.32 5.41 2.05
S -2.69 5.51 1.48
H 0.42 3.15 -0.38
H 1.76 5.12 -1.38
H 1.78 7.19 0.26
H -1.65 2.81 4.98
H 0.22 2.56 6.75
H 2.59 3.02 5.72
H -3.30 2.64 3.56
H -5.45 4.07 3.30
H -5.02 6.16 1.75

Summary:
relative energy (zero: lowest compared OMol25 entry of this formula, charge and spin) = 35.2 kcal/mol
<S²> = 0.78
LUMO energy (spin up / spin down) = 1.99 / 0.72 eV
charge = -1
spin multiplicity = 2

=====

No. 2
Here is 13 unconnected molecules or ions with the total composition C38H76Cl14O12S6 from OMol25. Energies are from ωB97M-V with the def2-TZVPD basis set.

Geometry (Å):
C -5.67 -2.41 2.70
C -6.21 -1.05 2.26
C -5.95 -1.01 0.75
S -4.25 -1.60 0.61
O -3.33 -0.48 0.77
O -4.12 -2.41 -0.58
C -4.28 -2.64 2.13
H -6.36 -3.16 2.31
H -5.68 -2.56 3.78
H -5.70 -0.21 2.73
H -7.27 -0.95 2.48
H -6.08 -0.07 0.23
H -6.59 -1.73 0.23
H -3.51 -2.17 2.76
H -3.98 -3.66 1.93
C 2.40 1.87 3.68
C 2.71 2.54 5.00
C 1.89 1.90 6.12
S 1.36 0.25 5.49
O -0.04 0.26 5.17
O 1.92 -0.78 6.33
C 2.28 0.37 3.91
H 2.94 2.21 2.80
H 1.36 2.14 3.41
H 2.53 3.61 4.98
H 3.79 2.45 5.16
H 1.03 2.51 6.38
H 2.37 1.59 7.05
H 1.77 -0.22 3.15
H 3.29 -0.03 4.06
C -0.17 -2.97 4.53
C 0.91 -3.74 3.80
C 0.30 -4.26 2.49
S -1.51 -4.47 2.83
O -1.77 -5.90 2.88
O -2.24 -3.60 1.90
C -1.50 -3.71 4.47
H -0.29 -1.98 4.08
H 0.05 -2.78 5.58
H 1.22 -4.57 4.45
H 1.78 -3.12 3.59
H 0.73 -5.17 2.10
H 0.38 -3.52 1.69
H -1.48 -4.56 5.15
H -2.38 -3.09 4.64
C 4.32 2.87 -3.31
C 4.69 2.58 -1.84
C 3.78 3.32 -0.87
S 2.59 4.25 -1.87
O 2.44 5.62 -1.42
O 1.42 3.43 -2.10
C 3.52 4.19 -3.43
H 3.61 2.10 -3.62
H 5.20 2.81 -3.94
H 5.75 2.73 -1.61
H 4.59 1.50 -1.72
H 4.34 4.16 -0.46
H 3.30 2.81 -0.04
H 4.26 5.00 -3.45
H 2.89 4.26 -4.31
C -0.52 -1.31 -0.55
C -0.91 -0.29 -1.63
C -0.01 0.93 -1.36
S 0.11 1.06 0.48
O -0.77 2.10 0.97
O 1.56 1.08 0.80
C -0.48 -0.64 0.82
H 0.47 -1.65 -0.85
H -1.10 -2.22 -0.65
H -1.96 0.00 -1.63
H -0.64 -0.67 -2.62
H -0.21 1.88 -1.84
H 0.98 0.72 -1.78
H -1.51 -0.46 1.15
H 0.10 -1.07 1.63
C 5.95 -2.83 -1.05
C 5.45 -1.36 -0.77
C 4.18 -1.46 0.09
S 3.27 -2.84 -0.63
O 2.60 -2.41 -1.84
O 2.47 -3.49 0.38
C 4.78 -3.81 -1.06
H 6.56 -3.07 -0.18
H 6.56 -2.84 -1.95
H 5.14 -1.01 -1.75
H 6.27 -0.78 -0.37
H 3.50 -0.62 0.00
H 4.35 -1.77 1.12
H 4.55 -4.35 -1.97
H 4.89 -4.42 -0.17
Cl -0.56 -3.82 -3.75
C 0.01 -4.61 -2.29
C -1.13 -5.22 -1.49
Cl -0.50 -6.26 -0.15
H 0.52 -3.87 -1.67
H 0.77 -5.34 -2.54
H -1.66 -5.91 -2.14
H -1.85 -4.53 -1.06
Cl 0.83 -1.16 -5.44
C 2.35 -1.06 -4.54
C 3.53 -0.62 -5.37
Cl 3.32 1.00 -6.11
H 2.50 -2.07 -4.16
H 2.30 -0.44 -3.65
H 3.76 -1.36 -6.14
H 4.38 -0.55 -4.69
Cl -4.48 -3.51 -5.15
C -3.74 -2.38 -3.98
C -4.75 -1.51 -3.27
Cl -5.73 -0.51 -4.44
H -2.93 -1.85 -4.46
H -3.27 -3.01 -3.22
H -4.25 -0.78 -2.63
H -5.45 -2.03 -2.63
Cl -1.60 4.00 -1.72
C -3.24 3.39 -1.23
C -3.50 2.06 -1.90
Cl -5.19 1.53 -1.70
H -3.98 4.14 -1.50
H -3.27 3.31 -0.15
H -2.90 1.24 -1.52
H -3.32 2.16 -2.97
Cl -2.63 0.64 -5.58
C -1.76 2.19 -5.76
C -0.36 2.15 -5.19
Cl 0.36 3.77 -5.15
H -2.38 2.98 -5.33
H -1.78 2.41 -6.82
H 0.29 1.54 -5.80
H -0.40 1.72 -4.19
Cl -4.48 3.06 3.19
C -2.91 3.89 3.32
C -2.29 3.59 4.68
Cl -0.63 4.26 4.78
H -3.18 4.93 3.19
H -2.25 3.54 2.53
H -2.33 2.53 4.88
H -2.85 4.20 5.38
Cl -1.07 6.41 1.88
C -0.15 5.40 0.70
C 1.01 4.65 1.31
Cl 2.35 5.71 1.83
H 0.21 6.10 -0.06
H -0.87 4.73 0.24
H 1.43 3.88 0.67
H 0.71 4.13 2.22

Summary:
LUMO energy = -0.29 eV
spin multiplicity = 1

=====

No. 3
Here is a molecular structure, C40H41MnN9S3 from OMol25. Energies are from ωB97M-V with the def2-TZVPD basis set.

Geometry (Å):
Mn 0.65 1.36 -1.21
C -1.35 5.52 -0.99
N -0.21 5.37 -1.89
C 0.23 6.52 -2.67
C 0.37 4.18 -1.98
N -0.01 3.12 -1.28
N 1.44 4.09 -2.84
C 2.21 2.99 -3.11
N 3.19 3.19 -3.99
N 1.98 1.84 -2.53
H -1.70 6.54 -1.00
H -1.07 5.30 0.05
H -2.18 4.88 -1.28
H -0.41 7.36 -2.43
H 0.14 6.35 -3.75
H 1.25 6.82 -2.42
H -0.80 3.31 -0.67
H 1.66 4.96 -3.31
H 3.35 4.08 -4.43
H 3.83 2.45 -4.23
H 2.63 1.11 -2.82
N 1.46 0.97 0.26
S 0.61 0.71 1.54
N -0.39 -0.57 1.44
S 0.05 -1.97 0.94
N 0.03 -2.17 -0.63
S -0.73 -1.30 -1.71
N -0.62 0.25 -1.60
C -2.43 -1.70 -1.56
C -3.47 -0.93 -2.12
C -4.75 -1.45 -2.04
C -4.98 -2.67 -1.44
C -3.95 -3.42 -0.90
C -2.64 -2.96 -0.96
C -0.06 -1.84 -3.23
C -0.13 -0.91 -4.28
C 0.29 -1.35 -5.52
C 0.75 -2.65 -5.69
C 0.80 -3.53 -4.63
C 0.39 -3.15 -3.36
C -1.11 -3.09 1.64
C -2.21 -2.60 2.36
C -3.11 -3.54 2.84
C -2.91 -4.89 2.63
C -1.82 -5.35 1.92
C -0.89 -4.45 1.40
C 1.67 -2.42 1.46
C 2.72 -2.38 0.54
C 3.99 -2.73 1.00
C 4.17 -3.09 2.32
C 3.12 -3.12 3.22
C 1.84 -2.78 2.80
C -0.56 1.98 1.98
C -0.13 3.11 2.67
C -1.08 4.09 2.95
C -2.39 3.94 2.53
C -2.78 2.82 1.82
C -1.87 1.81 1.53
C 1.77 0.60 2.86
C 3.13 0.77 2.63
C 3.97 0.65 3.73
C 3.46 0.38 4.99
C 2.10 0.23 5.19
C 1.22 0.33 4.12
H -3.27 0.02 -2.59
H -5.58 -0.89 -2.46
H -5.99 -3.06 -1.39
H -4.15 -4.38 -0.44
H -1.81 -3.53 -0.56
H -0.52 0.09 -4.14
H 0.25 -0.67 -6.36
H 1.07 -2.98 -6.67
H 1.16 -4.54 -4.78
H 0.41 -3.83 -2.52
H -2.36 -1.55 2.53
H -3.97 -3.20 3.41
H -3.62 -5.60 3.03
H -1.68 -6.41 1.77
H -0.03 -4.80 0.86
H 2.54 -2.13 -0.49
H 4.82 -2.74 0.30
H 5.16 -3.37 2.65
H 3.29 -3.43 4.24
H 0.99 -2.82 3.47
H 0.89 3.22 3.01
H -0.78 4.97 3.51
H -3.12 4.70 2.77
H -3.82 2.70 1.52
H -2.17 0.91 1.00
H 3.51 0.98 1.64
H 5.03 0.78 3.58
H 4.13 0.31 5.83
H 1.71 0.03 6.18
H 0.15 0.21 4.25

Summary:
relative energy (zero: lowest compared OMol25 entry of this formula, charge and spin) = 2.4 kcal/mol
<S²> = 0.81
LUMO energy (spin up / spin down) = -11.91 / -11.39 eV
charge = +4
spin multiplicity = 2

=====

No. 4
Here is 9 unconnected molecules or ions with the total composition C48H75ClIO16S from OMol25. Energies are from ωB97M-V with the def2-TZVPD basis set.

Geometry (Å):
C -1.44 2.96 -0.03
S -1.14 1.96 1.40
O -0.13 2.67 2.14
O -2.44 1.80 1.98
C -0.46 0.33 1.05
C 0.26 -0.05 -0.09
C 0.56 0.87 -1.25
C -0.51 0.79 -2.29
O -1.59 0.30 -2.18
Cl -0.01 1.46 -3.85
C 0.74 -1.35 -0.18
C 0.54 -2.27 0.86
C -0.13 -1.86 2.01
I -0.47 -3.17 3.60
C -0.65 -0.55 2.11
C -1.43 -0.19 3.39
O -2.61 -0.56 3.35
O -0.77 0.40 4.23
C 1.05 -3.66 0.65
O 1.51 -4.35 1.52
C 0.99 -4.15 -0.75
C 0.76 -5.60 -0.98
C -0.74 -5.86 -1.25
O -1.54 -4.92 -0.54
C 1.16 -3.26 -1.73
C 1.45 -1.86 -1.38
O 2.25 -1.22 -2.04
H -2.01 3.77 0.41
H -2.08 2.47 -0.76
H -0.54 3.36 -0.46
H 1.47 0.59 -1.75
H 0.70 1.89 -0.93
H 1.04 -6.15 -0.09
H 1.37 -5.93 -1.82
H -0.94 -5.78 -2.31
H -1.02 -6.83 -0.86
H -1.98 -4.33 -1.16
H 1.15 -3.54 -2.77
C 5.91 -0.94 -5.24
C 4.43 -1.12 -4.92
C 4.18 0.04 -3.96
O 5.07 1.09 -4.35
C 6.04 0.58 -5.27
H 6.23 -1.41 -6.17
H 6.52 -1.34 -4.43
H 3.83 -0.99 -5.83
H 4.18 -2.08 -4.49
H 4.40 -0.25 -2.93
H 3.15 0.41 -4.00
H 5.81 0.98 -6.27
H 7.03 0.93 -4.98
C -2.30 1.72 6.74
C -2.81 3.06 7.28
C -3.05 2.73 8.75
O -2.09 1.74 9.10
C -1.47 1.22 7.91
H -1.73 1.79 5.82
H -3.14 1.05 6.56
H -2.03 3.83 7.19
H -3.71 3.43 6.78
H -4.05 2.33 8.91
H -2.92 3.60 9.41
H -0.45 1.60 7.85
H -1.44 0.14 7.97
C -5.93 -0.53 4.66
C -7.38 -0.86 4.30
C -7.19 -2.00 3.30
O -6.00 -2.68 3.69
C -5.29 -1.90 4.66
H -5.82 -0.01 5.61
H -5.47 0.09 3.88
H -7.92 -1.21 5.18
H -7.94 -0.02 3.88
H -7.06 -1.61 2.29
H -8.02 -2.70 3.30
H -5.39 -2.39 5.64
H -4.23 -1.86 4.40
C -5.74 2.58 2.82
C -5.54 3.92 3.50
C -5.49 4.86 2.31
O -6.34 4.29 1.31
C -6.66 2.94 1.66
H -6.16 1.81 3.47
H -4.77 2.23 2.45
H -6.39 4.17 4.14
H -4.64 3.96 4.11
H -4.47 4.93 1.90
H -5.83 5.87 2.55
H -7.71 2.90 1.96
H -6.52 2.31 0.79
C 7.42 -3.58 -1.67
C 6.49 -2.65 -0.90
C 5.13 -3.08 -1.41
O 5.24 -4.48 -1.71
C 6.61 -4.87 -1.69
H 8.40 -3.71 -1.20
H 7.57 -3.21 -2.68
H 6.57 -2.83 0.17
H 6.68 -1.59 -1.07
H 4.85 -2.55 -2.33
H 4.33 -2.94 -0.68
H 6.79 -5.47 -0.79
H 6.81 -5.49 -2.57
C 8.24 0.18 -9.49
C 9.45 0.41 -8.58
C 9.03 -0.34 -7.32
O 8.22 -1.43 -7.76
C 7.87 -1.26 -9.13
H 8.46 0.30 -10.55
H 7.43 0.86 -9.23
H 10.34 -0.04 -9.01
H 9.65 1.46 -8.39
H 8.44 0.30 -6.66
H 9.88 -0.73 -6.76
H 8.43 -1.98 -9.74
H 6.80 -1.46 -9.26
C -0.86 6.15 6.44
C -0.63 5.44 5.11
C -1.82 4.49 5.06
O -2.89 5.15 5.76
C -2.38 6.28 6.46
H -0.36 7.12 6.52
H -0.53 5.52 7.27
H -0.68 6.16 4.28
H 0.32 4.92 5.05
H -1.60 3.55 5.56
H -2.14 4.26 4.04
H -2.71 7.20 5.95
H -2.80 6.29 7.47
C -3.12 -0.93 -4.63
C -4.38 -1.44 -5.32
C -3.82 -2.55 -6.20
O -2.69 -3.08 -5.51
C -2.34 -2.22 -4.42
H -3.31 -0.40 -3.70
H -2.58 -0.26 -5.30
H -5.07 -1.86 -4.58
H -4.92 -0.68 -5.88
H -3.49 -2.16 -7.17
H -4.53 -3.36 -6.38
H -2.62 -2.70 -3.48
H -1.26 -2.07 -4.43

Summary:
LUMO energy = 1.12 eV
charge = -1
spin multiplicity = 1

=====

Number 1: maximum force 1.4 eV/Å. Number 2: maximum force 3.6 eV/Å. Number 3: maximum force 1.6 eV/Å. Number 4: maximum force 1.1 eV/Å.